# 1
Molecular formula: C44H37BrN4O4P2S4Tc
Method: DFT, the ωB97M-V functional and the def2-TZVPD basis

Geometry as ORCA input:
```
! wB97M-V def2-TZVPD RIJCOSX def2/J DEFGRID3
* xyz 0 4
Tc 0.964 -0.119 1.058
Br 2.575 -2.261 -4.485
S 3.454 -0.754 3.414
S -0.213 -4.968 1.118
S 0.176 -3.131 -0.882
S 0.494 -2.228 1.983
P -1.969 2.008 -0.802
P -3.486 -0.523 0.941
O 2.804 -1.886 4.006
O 4.207 0.133 4.246
O 1.230 -0.550 -2.259
O 2.369 -0.457 -0.327
N 2.254 0.177 2.636
N 0.117 0.762 2.784
N 7.136 -2.824 -0.691
N 1.484 1.117 4.710
C 5.049 -0.993 -4.246
C -4.003 -4.767 2.721
C 5.598 -0.567 1.767
C 6.468 -1.055 0.812
C 0.089 -3.379 0.769
C -3.721 -2.240 1.548
C -2.692 3.797 -5.015
C 0.656 2.805 -1.641
C 1.478 3.485 0.932
C -2.837 -0.717 -0.797
C -0.236 2.641 -0.579
C -2.058 4.039 -2.708
C -7.412 -0.489 -0.340
C -2.755 1.896 -3.538
C -5.236 -0.056 0.609
C 0.187 2.998 0.705
C 4.243 -2.560 1.544
C 0.451 1.707 5.293
C -3.852 -4.643 1.349
C -0.760 1.926 4.644
C -2.257 4.595 -3.962
C 6.235 -2.302 0.212
C 1.921 3.328 -1.421
C 5.107 -3.040 0.586
C -1.613 0.193 -1.140
C -5.669 1.214 0.985
C -3.885 -2.377 2.929
C 6.035 -0.195 -3.689
C 4.620 0.234 -1.807
C 1.302 0.704 3.459
C -0.882 1.424 3.370
C -3.701 -3.391 0.766
C 4.494 -1.330 2.138
C 3.597 -0.534 -2.361
C 2.341 3.655 -0.136
C 5.818 0.428 -2.470
C 2.275 -0.543 -1.639
C -2.270 2.674 -2.491
C -4.013 -3.626 3.515
C 3.827 -1.149 -3.602
C -6.121 -0.908 -0.053
C -7.835 0.783 0.033
C -2.958 2.455 -4.797
C -6.965 1.632 0.700
H 6.580 1.071 -2.043
H -3.921 -1.494 3.557
H -3.642 -0.467 -1.485
H -1.711 4.660 -1.889
H 6.979 -0.067 -4.208
H -1.578 2.448 5.119
H -4.111 -3.712 4.591
H 1.784 3.763 1.934
H 2.586 3.472 -2.262
H 7.779 -2.184 -1.121
H 4.444 0.695 -0.846
H -7.296 2.621 0.998
H -2.829 4.226 -6.001
H -2.075 5.651 -4.119
H -3.322 1.837 -5.608
H -8.094 -1.157 -0.855
H 3.380 -3.140 1.858
H -0.525 2.977 1.517
H 0.352 2.549 -2.648
H -8.841 1.109 -0.201
H 5.216 -1.492 -5.190
H -2.554 -1.755 -0.949
H -4.119 -5.746 3.171
H 4.919 -4.000 0.115
H -4.981 1.882 1.493
H 7.344 -0.479 0.525
H -3.830 -5.529 0.726
H -2.963 0.842 -3.386
H -1.792 1.529 2.796
H -3.564 -3.332 -0.308
H -1.282 0.028 -2.159
H -0.729 -0.066 -0.503
H 5.773 0.383 2.261
H -5.798 -1.903 -0.341
H 3.333 4.061 0.027
H 6.818 -3.569 -1.286
H 0.613 2.038 6.316
*
```

Output
Highest occupied orbital energy (spin up / spin down) ... -8.26 / -8.28 eV
Largest force on an atom ... 1.06 eV/A
Electronic energy ... -194537.9317 eV
Gap between HOMO and LUMO (spin up / spin down) ... 7.369 / 6.492 eV


# 2
Molecular formula: CCsMgO2
Method: DFT, the ωB97M-V functional and the def2-TZVPD basis

Geometry as ORCA input:
```
! wB97M-V def2-TZVPD RIJCOSX def2/J DEFGRID3
* xyz 2 2
Cs -1.609 2.621 1.160
Mg 0.416 0.200 -3.115
O 0.007 0.375 -1.245
O 0.826 -2.097 1.732
C 0.361 -1.099 1.467
*
```

Output
Highest occupied orbital energy (spin up / spin down) ... -18.88 / -18.84 eV
Largest force on an atom ... 1.54 eV/A
Electronic energy ... -11105.8828 eV
Gap between HOMO and LUMO (spin up / spin down) ... 7.840 / 8.006 eV